Computed, not measured: C4H10N2O in the gas phase, with the ωB97M-V functional and the def2-TZVPD basis.

XYZ file:
```
17
Properties=species:S:1:pos:R:3:nbo_charge:R:1
C 0.3760 0.7954 -0.3506 -0.216
C 1.5139 -0.2243 -0.9306 -0.528
C 2.0379 -1.1007 0.0777 0.433
O 1.8817 -0.9115 1.2865 -0.530
N -0.5963 -0.0502 0.2963 -0.666
C -1.9042 0.0252 -0.2121 -0.047
N -2.6178 1.2494 0.0426 -0.888
H 0.5684 1.5602 0.4387 0.224
H 0.0092 1.1683 -1.3598 0.185
H 2.2520 0.4442 -1.3766 0.239
H 1.0578 -0.8049 -1.7729 0.224
H 2.2487 -2.1341 -0.3492 0.107
H -0.4696 -0.0421 1.2641 0.374
H -2.5637 -0.6615 0.4241 0.164
H -1.7090 -0.3180 -1.2209 0.168
H -2.6213 1.7500 -0.8257 0.373
H -3.4702 0.9616 0.6072 0.384
```

## Properties
Highest occupied orbital energy = -8.453 eV
E_LUMO = 0.934 eV
Max |F| = 3.8 eV/A
Orbital gap = 9.387 eV
Energy above the lowest of the compared OMol25 structures with the same formula, charge and spin = 336.98 kJ/mol
Net charge = 0
Calculated total energy = -343.0731 a.u.
Structure (SMILES) = NCNCCC=O



Computed, not measured: a molecular structure, C36H48N12O2STi, with the ωB97M-V functional and the def2-TZVPD basis.

XYZ file:
```
100
Properties=species:S:1:pos:R:3:lowdin_spin:R:1
Ti -0.1515 -0.1049 0.5793 0.789
O -1.1535 1.2003 -0.0148 -0.005
C -2.4375 1.5125 0.1718 0.021
C -3.0772 2.3742 -0.7179 -0.005
C -4.3864 2.7615 -0.5104 0.024
C -5.0837 2.3089 0.6090 -0.003
C -4.4703 1.4581 1.4993 0.021
C -3.1514 1.0200 1.2985 0.007
C -2.5087 0.1647 2.2577 0.114
N -1.3952 -0.4548 1.9882 -0.031
N -0.6271 -0.8921 3.0796 -0.006
C 0.4878 -0.2083 3.0754 -0.001
O 0.7335 0.6455 2.1148 0.010
C 1.4518 -0.3217 4.1831 0.000
C 1.3439 -1.3438 5.1220 -0.001
C 2.2561 -1.4272 6.1591 0.000
C 3.2711 -0.4868 6.2751 -0.001
C 3.3770 0.5373 5.3442 0.000
C 2.4704 0.6201 4.3015 0.000
H -2.5160 2.7393 -1.5692 -0.001
H -4.8608 3.4359 -1.2103 0.002
H -6.1010 2.6350 0.7763 -0.001
H -5.0025 1.1066 2.3751 0.001
H -2.9144 0.0738 3.2627 0.005
H 0.5402 -2.0604 5.0191 0.000
H 2.1749 -2.2259 6.8845 0.000
H 3.9675 -0.5486 7.1009 0.000
H 4.1663 1.2721 5.4346 0.000
H 2.5345 1.4158 3.5715 0.000
C 1.2883 -5.1111 -1.5775 0.000
N 1.1342 -3.6821 -1.3685 0.002
C 2.1382 -2.8647 -2.0186 0.000
C 0.2489 -3.1440 -0.5019 0.006
N 0.5203 -2.0293 0.1713 0.011
C 1.8008 -1.9470 0.7705 0.000
C 2.2437 -3.0027 1.5706 0.001
C 3.3851 -2.8883 2.3412 0.000
C 4.0945 -1.6982 2.3254 0.001
C 3.6825 -0.6561 1.5149 0.000
C 2.5558 -0.7604 0.6928 0.001
N 2.0491 0.3039 -0.0887 0.003
C 2.8743 1.2308 -0.5169 0.005
N 2.4377 2.5008 -0.7269 0.004
C 3.0167 3.3806 -1.7242 0.001
C 1.3556 3.0908 0.0400 0.001
N 4.1778 1.0076 -0.8899 0.002
C 5.2501 1.8712 -0.4243 0.000
C 4.6236 -0.2753 -1.3906 0.000
N -0.9173 -3.7897 -0.3198 0.003
C -1.5927 -4.5228 -1.3726 0.001
C -1.5942 -3.7763 0.9654 0.000
H 2.3345 -5.3765 -1.4109 0.000
H 1.0222 -5.3910 -2.5991 0.000
H 0.6786 -5.6731 -0.8758 0.000
H 3.1108 -2.9644 -1.5264 0.000
H 1.8180 -1.8236 -2.0211 0.000
H 2.2446 -3.2020 -3.0523 0.000
H 1.6380 -3.9009 1.6189 0.000
H 3.6959 -3.7050 2.9785 0.000
H 4.9654 -1.5769 2.9556 0.000
H 4.2214 0.2812 1.5510 0.000
H 3.5718 4.2036 -1.2661 0.000
H 2.2117 3.8173 -2.3208 0.000
H 3.6841 2.8324 -2.3829 0.000
H 1.0470 2.4186 0.8311 0.001
H 0.4950 3.3089 -0.5969 0.000
H 1.7033 4.0290 0.4806 0.000
H 4.8516 2.7351 0.1008 0.000
H 5.8691 2.2101 -1.2581 0.000
H 5.8949 1.3133 0.2630 0.000
H 3.7858 -0.8032 -1.8374 0.000
H 5.0708 -0.9018 -0.6127 0.000
H 5.3773 -0.0980 -2.1610 0.000
H -1.5925 -5.5996 -1.1865 0.000
H -1.1250 -4.3175 -2.3317 0.000
H -2.6326 -4.1889 -1.4209 0.000
H -1.5565 -4.7785 1.4027 0.000
H -2.6414 -3.4990 0.8431 0.000
H -1.1141 -3.0693 1.6372 0.000
N -0.1095 1.1663 -2.9123 0.002
N 1.0554 0.4007 -3.2231 0.000
H -0.0173 2.1398 -3.1868 0.000
H -0.2918 1.1320 -1.9063 0.002
H 1.9039 0.8676 -2.9171 0.000
H 1.1027 0.3199 -4.2319 0.000
N -6.4505 -2.1069 -3.3128 0.000
C -5.2516 -1.7444 -3.7939 0.000
S -5.0603 -1.4481 -5.4074 0.000
C -4.1298 -1.6102 -2.8371 0.000
C -2.8165 -1.4870 -3.2877 0.001
C -1.7870 -1.3041 -2.3860 0.002
N -1.9601 -1.2310 -1.0612 0.008
C -3.2120 -1.3871 -0.6281 0.001
C -4.3065 -1.5741 -1.4533 0.000
H -7.2259 -2.1462 -3.9518 0.000
H -6.6134 -2.3114 -2.3424 0.000
H -2.6281 -1.5297 -4.3502 0.000
H -0.7707 -1.2066 -2.7443 0.000
H -3.3636 -1.3769 0.4407 0.001
H -5.2790 -1.6620 -0.9870 0.000
```

## Properties
Highest occupied orbital energy (spin up / spin down) = -9.086 / -10.295 eV
E_LUMO (spin up / spin down) = -2.579 / -2.586 eV
Max |F| = 3.4 eV/A
Orbital gap (spin up / spin down) = 6.506 / 7.709 eV
Net charge = +1
Calculated total energy = -3455.7109 a.u.
Spin multiplicity = 2



Computed, not measured: C3H8N2S in the gas phase, with the ωB97M-V functional and the def2-TZVPD basis.

XYZ file:
```
14
Properties=species:S:1:pos:R:3:nbo_charge:R:1
C -1.3818 -0.9448 -0.8133 -0.469
C 0.0523 1.3143 -0.0650 -0.146
C 1.0895 -1.0159 0.8176 -0.795
H -1.9150 -0.2503 -1.4985 0.203
H -2.0606 -1.8401 -0.6628 0.203
H -0.4039 -1.3109 -1.1373 0.224
H -2.5273 -0.2256 0.6610 0.356
H 0.3165 2.3108 0.0478 0.192
H 1.2478 -0.5720 1.7798 0.225
H 1.9952 -1.8989 0.8869 0.227
H 0.1630 -1.6664 0.7945 0.244
N -1.6266 -0.2023 0.4403 -0.452
N -1.1892 1.1377 0.4614 -0.231
S 1.5209 0.1740 -0.4262 0.219
```

## Properties
Highest occupied orbital energy = -8.480 eV
E_LUMO = 0.789 eV
Max |F| = 6.1 eV/A
Orbital gap = 9.269 eV
Energy above the lowest of the compared OMol25 structures with the same formula, charge and spin = 380.35 kJ/mol
Net charge = 0
Calculated total energy = -626.6784 a.u.
Structure (SMILES) = CN/N=C\SC



Computed, not measured: a molecular structure, C42H101N3O21S6Si2, with the ωB97M-V functional and the def2-TZVPD basis.

XYZ file:
```
175
Properties=species:S:1:pos:R:3:lowdin_charge:R:1
C 4.8590 -2.7831 -0.1316 -0.119
C 4.5212 -1.5202 0.6785 -0.260
C 3.0105 -1.4192 0.9571 -0.215
C 2.4862 0.0343 1.1236 -0.201
C 1.1637 0.2184 0.3731 -0.216
C 0.3819 1.4662 0.8141 -0.218
C -1.0832 1.3919 0.3337 -0.192
C -1.2072 1.7616 -1.1714 -0.207
C -2.1005 2.9996 -1.4010 -0.203
C -2.7273 3.0579 -2.8128 -0.200
C -1.7408 2.7772 -3.9724 -0.199
C -2.2932 1.8281 -5.0621 -0.194
C -1.7612 0.3780 -4.9509 -0.197
C -0.9227 -0.1029 -6.1636 -0.189
C 0.3722 -0.8295 -5.7355 -0.195
C 0.3857 -2.3573 -5.8981 -0.199
C -0.9246 -3.0896 -5.5755 -0.209
C -1.1317 -3.4167 -4.0897 -0.212
C -2.1123 -4.5917 -3.9294 -0.269
C -1.9973 -5.3031 -2.5617 -0.263
Si -2.7483 -4.3322 -1.1511 0.528
C -4.5953 -4.1131 -1.5055 -0.320
N -4.8569 -2.8699 -2.2824 -0.040
O -2.5071 -5.2215 0.2616 -0.330
Si -2.5220 -4.4302 1.7260 0.519
C -4.2923 -4.2415 2.3293 -0.234
C -4.4000 -3.7752 3.7688 -0.305
N -5.2132 -2.8897 4.1907 0.089
C -1.4537 -5.4920 2.8831 -0.230
O -1.4470 -4.9717 4.2328 -0.168
N -0.7274 -3.7843 4.2919 -0.029
O -1.0667 -3.1361 5.2128 0.033
H 4.1292 -2.9396 -0.9279 0.063
H 5.8461 -2.7138 -0.5900 0.066
H 4.8372 -3.6573 0.5207 0.069
H 4.8775 -0.6290 0.1639 0.099
H 5.0419 -1.6172 1.6340 0.103
H 2.4933 -1.8489 0.0952 0.093
H 2.7443 -2.0145 1.8315 0.109
H 2.3233 0.2289 2.1844 0.101
H 3.2267 0.7182 0.7073 0.106
H 1.3365 0.2982 -0.7018 0.116
H 0.5250 -0.6407 0.5957 0.106
H 0.3980 1.5665 1.9026 0.096
H 0.8203 2.3617 0.3626 0.112
H -1.3939 0.3486 0.4309 0.095
H -1.7269 2.0214 0.9461 0.102
H -1.6040 0.9231 -1.7452 0.103
H -0.2032 1.9979 -1.5267 0.095
H -2.9134 2.9500 -0.6752 0.102
H -1.5070 3.9034 -1.2477 0.113
H -3.1414 4.0588 -2.9533 0.102
H -3.5660 2.3590 -2.8504 0.103
H -1.5365 3.7298 -4.4688 0.102
H -0.7795 2.4179 -3.6132 0.091
H -2.0677 2.2511 -6.0426 0.098
H -3.3821 1.8159 -4.9904 0.099
H -2.6250 -0.2821 -4.8182 0.100
H -1.1789 0.3022 -4.0336 0.081
H -0.6461 0.7896 -6.7275 0.098
H -1.5365 -0.7124 -6.8242 0.100
H 0.6441 -0.5494 -4.7187 0.100
H 1.1867 -0.4408 -6.3618 0.105
H 1.1302 -2.7436 -5.1949 0.103
H 0.7202 -2.6674 -6.8887 0.105
H -0.8836 -4.0498 -6.0957 0.104
H -1.8099 -2.5787 -5.9569 0.101
H -1.5495 -2.5568 -3.5619 0.091
H -0.1932 -3.7368 -3.6327 0.112
H -3.1511 -4.2729 -4.0727 0.099
H -1.9205 -5.3404 -4.7005 0.101
H -2.4928 -6.2765 -2.6126 0.076
H -0.9378 -5.4975 -2.3649 0.077
H -2.1547 -2.9770 -1.0898 0.019
H -5.1331 -4.0953 -0.5562 0.062
H -4.9652 -4.9763 -2.0522 0.043
H -5.1839 -2.1392 -1.6600 0.057
H -3.9983 -2.5190 -2.6955 0.018
H -1.9311 -3.0820 1.6185 0.020
H -4.8557 -5.1694 2.1940 0.094
H -4.7807 -3.4826 1.7105 0.066
H -3.7370 -4.2213 4.5127 0.086
H -5.7852 -2.5322 3.4213 0.047
H -0.4392 -5.4854 2.4747 0.087
H -1.8217 -6.5144 2.9227 0.094
O -1.7489 1.8886 5.4120 -0.288
S -2.8032 1.1981 6.0975 0.564
O -4.1679 1.5445 5.8427 -0.274
O -2.5275 1.2493 7.6605 -0.272
C -2.3444 2.5286 8.2914 -0.248
C -3.6410 3.2993 8.4480 -0.072
C -2.6042 -0.5390 5.9150 -0.132
H -1.6005 3.1047 7.7401 0.114
H -1.9255 2.2989 9.2690 0.117
H -4.0554 3.5852 7.4821 0.069
H -3.4657 4.2084 9.0243 0.079
H -4.3871 2.6916 8.9596 0.085
H -1.5736 -0.8036 6.1298 0.053
H -2.8541 -0.7861 4.8854 0.067
H -3.2925 -1.0360 6.5937 0.083
O -6.7409 -6.5429 -2.3895 -0.281
S -7.2306 -7.4799 -3.3554 0.572
O -8.4272 -7.2030 -4.0859 -0.268
O -7.3507 -8.9087 -2.6625 -0.263
C -8.1310 -9.0039 -1.4523 -0.252
C -9.6240 -8.9356 -1.7055 -0.073
C -5.9483 -7.8859 -4.4906 -0.117
H -7.8079 -8.2340 -0.7495 0.113
H -7.8683 -9.9693 -1.0243 0.121
H -9.9200 -7.9590 -2.0851 0.071
H -10.1665 -9.1171 -0.7775 0.082
H -9.9220 -9.6802 -2.4434 0.085
H -5.0445 -8.1217 -3.9354 0.072
H -5.7954 -7.0097 -5.1172 0.078
H -6.2720 -8.7285 -5.0952 0.076
O 6.0023 3.4409 -7.4829 -0.273
S 5.7849 4.7775 -7.9458 0.574
O 4.6969 5.0636 -8.8310 -0.281
O 7.1395 5.3098 -8.6022 -0.266
C 7.7388 4.5094 -9.6398 -0.256
C 6.9966 4.5985 -10.9592 -0.076
C 5.7362 5.8914 -6.5905 -0.130
H 7.8260 3.4766 -9.2985 0.114
H 8.7471 4.9034 -9.7523 0.119
H 6.0022 4.1614 -10.8870 0.070
H 7.5475 4.0624 -11.7325 0.080
H 6.8780 5.6385 -11.2628 0.084
H 6.5769 5.7004 -5.9354 0.048
H 4.8016 5.7137 -6.0641 0.082
H 5.7600 6.9056 -6.9809 0.078
O 4.7672 4.8303 2.5206 -0.279
S 4.0957 5.3062 3.6939 0.567
O 4.5516 4.9199 4.9926 -0.272
O 2.5331 5.0277 3.6005 -0.263
C 2.0569 3.6679 3.4577 -0.244
C 2.1983 2.8943 4.7533 -0.068
C 4.0046 7.0640 3.6136 -0.123
H 2.5702 3.1606 2.6390 0.109
H 1.0043 3.7436 3.1943 0.118
H 3.2444 2.7498 5.0189 0.070
H 1.7329 1.9132 4.6554 0.076
H 1.7227 3.4342 5.5708 0.086
H 3.6307 7.3564 2.6368 0.063
H 5.0151 7.4376 3.7640 0.078
H 3.3514 7.4173 4.4068 0.075
O 6.7099 6.3460 -3.7088 -0.283
S 7.4007 7.1348 -2.7325 0.574
O 8.2538 6.5172 -1.7680 -0.264
O 6.3591 8.0762 -1.9938 -0.266
C 5.2374 7.5022 -1.2829 -0.234
C 5.6705 6.9144 0.0460 -0.069
C 8.2932 8.4077 -3.5600 -0.118
H 4.7179 6.7777 -1.9114 0.118
H 4.5574 8.3359 -1.1196 0.120
H 6.3180 6.0510 -0.0938 0.078
H 4.8188 6.5923 0.6419 0.055
H 6.2331 7.6624 0.6062 0.090
H 7.6362 8.8939 -4.2754 0.074
H 9.1259 7.9275 -4.0695 0.078
H 8.6624 9.1128 -2.8205 0.075
O -1.7289 -0.6144 10.1005 -0.271
S -0.4777 -1.0566 10.6351 0.566
O 0.7105 -0.2929 10.4102 -0.273
O -0.2326 -2.5606 10.1757 -0.260
C -0.2890 -2.8401 8.7601 -0.247
C 0.9324 -2.3388 8.0147 -0.069
C -0.6383 -1.3679 12.3601 -0.120
H -1.2103 -2.4293 8.3433 0.105
H -0.3531 -3.9240 8.6892 0.123
H 0.9888 -1.2511 8.0269 0.073
H 0.8923 -2.6637 6.9757 0.062
H 1.8447 -2.7207 8.4730 0.086
H -1.5263 -1.9700 12.5299 0.075
H -0.7333 -0.3998 12.8466 0.077
H 0.2570 -1.8763 12.7072 0.075
```

## Properties
Highest occupied orbital energy = -9.001 eV
E_LUMO = -0.295 eV
Max |F| = 1.2 eV/A
Orbital gap = 8.707 eV
Net charge = 0
Calculated total energy = -6373.1945 a.u.



Computed, not measured: 4 unconnected molecules or ions with the total composition H8O4, with the ωB97M-V functional and the def2-TZVPD basis.

XYZ file:
```
12
Properties=species:S:1:pos:R:3:nbo_charge:R:1
H 0.8806 0.5504 0.5769 0.445
H 1.9271 -0.4229 0.0597 0.474
H -0.6830 0.7617 -3.0767 0.472
H 0.8055 0.9158 -3.3429 0.469
H 0.1562 3.0628 1.5309 0.467
H -0.1015 1.5670 1.4511 0.456
H -1.5763 -2.8311 0.2877 0.465
H -1.3908 -3.5253 1.6270 0.464
O 1.3496 -0.2577 0.8135 -0.920
O 0.1805 0.6075 -2.6771 -0.940
O -0.5293 2.4010 1.6760 -0.921
O -1.0186 -2.8293 1.0738 -0.928
```

## Properties
Highest occupied orbital energy = -11.274 eV
E_LUMO = 0.558 eV
Max |F| = 0.6 eV/A
Orbital gap = 11.833 eV
Energy above the lowest of the compared OMol25 structures with the same formula, charge and spin = 129.34 kJ/mol
Net charge = 0
Calculated total energy = -305.7299 a.u.
Structure (SMILES) = O.O.O.O



Q: Number 4 is which compound?
A: C42H101N3O21S6Si2



Q: The highest max |F| belongs to which entry?
A: C3H8N2S



Q: What is the formula in the second record?
A: C36H48N12O2STi



Q: Look up the max |F| of the second one.
A: 3.4 eV/A